17
Properties=species:S:1:pos:R:3:forces:R:3 method="wB97M-V/def2-TZVPD" homo_ha="-0.5831 / -0.6071" e_above_lowest_kj_mol=0.0 total_charge=+2 e_lumo_ev="-9.03 / -9.19" multiplicity=7
H 0.9877 -2.3190 -3.0160 -0.06 0.14 0.28
O 0.3571 -2.5206 -1.0056 -0.58 -0.20 0.07
O 1.2633 -0.7355 -0.1961 1.29 -0.36 1.47
O -0.0788 -1.9753 1.1309 -0.03 0.27 0.80
C 0.9811 -1.8402 -2.0431 1.98 -0.75 0.08
C 1.7434 -0.8982 -1.4771 -1.27 0.67 -1.60
C 0.5454 -1.8250 0.1066 -1.33 0.82 -1.24
H 2.4517 -0.1703 -1.8555 -0.19 -0.23 0.11
C 0.0884 1.9311 0.9350 0.78 -0.06 -0.61
C -1.3119 1.6921 0.5379 0.11 0.74 0.08
O -1.9508 0.7244 0.9538 0.78 0.06 0.21
Mn -3.9349 0.2172 0.5391 -1.37 -0.38 -0.27
Li -0.7667 -0.5193 2.2188 0.59 -0.56 0.05
F 0.4489 1.0391 1.9326 -0.20 -0.04 -0.16
H 0.2067 2.9579 1.3110 0.03 -0.12 -0.13
H -1.7837 2.4602 -0.0968 0.11 -0.26 -0.11
H 0.7531 1.7814 0.0244 -0.63 0.25 0.96

***

61
Properties=species:S:1:pos:R:3:forces:R:3 method="wB97M-V/def2-TZVPD" homo_ha=-0.3208 e_above_lowest_kj_mol=142.8 smiles="COC(=O)c1cc(S(=O)(=O)NCC2CCN(Cc3cc(C)ccc3C)CC2)cn1C" total_charge=0 e_lumo_ev=0.66
C -2.2941 -4.6097 -2.5302 0.19 -0.37 -0.10
O -2.4196 -3.4319 -1.7479 -0.11 0.38 0.17
C -1.5549 -3.3140 -0.7282 0.15 -0.32 -0.08
O -0.7068 -4.1449 -0.4871 -0.11 0.06 -0.09
C -1.7939 -2.0804 0.0137 -0.59 0.36 -0.35
C -2.7979 -1.1480 -0.2084 0.16 -0.32 -0.05
C -2.6474 -0.1525 0.7574 -0.31 0.39 0.06
S -3.5540 1.3578 0.8729 0.53 0.04 0.09
O -3.7901 1.6811 2.2494 0.24 0.04 0.03
O -4.6635 1.2951 -0.0345 0.28 -0.19 -0.11
N -2.4014 2.4417 0.3403 -0.58 -0.35 0.51
C -2.2524 2.6374 -1.0852 0.33 -0.12 -0.66
C -0.7876 2.5126 -1.5330 -0.17 -0.05 0.38
C 0.0921 3.5758 -0.8748 0.08 -0.06 -0.41
C 1.5578 3.3779 -1.2563 -0.11 0.20 0.23
N 1.9907 2.0626 -0.8346 0.12 0.12 -0.14
C 3.4242 1.8526 -0.9322 -0.06 0.06 -0.01
C 3.8294 0.6574 -0.1041 0.12 -0.10 0.02
C 3.2376 0.5092 1.1446 0.10 -0.11 0.04
C 3.5518 -0.5473 1.9840 0.00 -0.01 -0.02
C 2.9380 -0.6638 3.3478 0.12 0.04 -0.01
C 4.4805 -1.4816 1.5429 -0.04 0.02 -0.01
C 5.0765 -1.3422 0.3050 0.01 -0.01 0.04
C 4.7713 -0.2768 -0.5347 -0.04 0.03 0.05
C 5.4580 -0.1602 -1.8641 -0.05 0.03 0.01
C 1.2504 1.0416 -1.5479 -0.27 -0.20 0.16
C -0.2261 1.1359 -1.1858 0.17 0.11 -0.34
C -1.5608 -0.4980 1.5353 -0.20 0.16 0.17
N -1.0521 -1.6585 1.0880 -0.35 0.22 -0.07
C 0.1259 -2.2859 1.6269 0.67 -0.32 0.28
H -3.0413 -4.5316 -3.3153 0.03 0.01 0.04
H -1.2915 -4.6781 -2.9578 -0.11 -0.01 0.01
H -2.4738 -5.4950 -1.9166 0.01 0.06 -0.08
H -3.5532 -1.1884 -0.9652 -0.14 -0.06 -0.20
H -2.3912 3.2753 0.9027 -0.14 0.07 0.28
H -2.8529 1.8612 -1.5652 0.04 0.15 -0.21
H -2.6506 3.6103 -1.3942 -0.07 -0.11 0.05
H -0.7607 2.6498 -2.6201 -0.01 0.01 -0.02
H -0.2317 4.5751 -1.1716 -0.04 0.08 0.02
H 0.0010 3.4846 0.2076 0.03 0.05 0.11
H 2.1718 4.1264 -0.7483 0.02 -0.02 -0.08
H 1.6799 3.5192 -2.3475 0.03 0.02 0.04
H 3.9242 2.7397 -0.5278 -0.01 0.00 -0.11
H 3.7455 1.7377 -1.9797 0.03 0.04 0.06
H 2.5110 1.2475 1.4499 -0.12 0.06 0.06
H 3.6359 -0.2918 4.0986 -0.03 0.00 0.11
H 2.7166 -1.7021 3.5874 -0.06 -0.06 0.07
H 2.0256 -0.0766 3.4175 -0.10 0.02 0.05
H 4.7416 -2.3187 2.1743 0.02 -0.11 0.07
H 5.7999 -2.0769 -0.0193 0.07 -0.07 -0.05
H 4.7360 -0.2069 -2.6793 0.02 0.03 -0.12
H 5.9947 0.7846 -1.9406 0.06 0.04 -0.11
H 6.1704 -0.9710 -1.9943 0.05 -0.02 -0.04
H 1.6419 0.0640 -1.2548 -0.01 0.01 -0.08
H 1.3765 1.1465 -2.6431 0.06 -0.02 0.04
H -0.3296 0.9863 -0.1118 0.01 -0.08 0.01
H -0.7866 0.3545 -1.7015 -0.05 -0.07 0.01
H -1.1494 0.0212 2.3775 0.20 0.06 0.17
H 0.1994 -3.3014 1.2451 -0.01 0.15 0.10
H 1.0185 -1.7307 1.3289 -0.03 -0.02 0.00
H 0.0674 -2.3039 2.7148 -0.03 0.02 -0.02

***

29
Properties=species:S:1:pos:R:3:forces:R:3 method="wB97M-V/def2-TZVPD" homo_ha=-0.3229 e_above_lowest_kj_mol=0.0 smiles=CCc1nc(Cc2nnc[nH]2)c(CC)s1 total_charge=0 e_lumo_ev=0.50
C 0.6548 -3.1831 -1.9184 -0.78 -0.76 -0.43
C -0.3643 -3.2470 -0.7670 -0.56 0.17 -0.48
C -0.3207 -2.0328 0.1223 -0.40 0.91 -0.21
N -1.2698 -1.1248 0.1835 0.92 -0.30 0.18
C -0.8920 -0.0245 0.9576 1.19 -1.58 0.47
C -1.8227 1.1534 1.0601 0.77 0.28 -1.51
C -1.4641 1.9851 -0.1860 -0.54 0.20 0.18
N -1.1464 3.2422 -0.2314 -0.04 0.74 1.17
N -0.8495 3.5925 -1.5171 0.24 1.07 0.54
C -0.9886 2.5490 -2.2405 0.12 -0.92 -0.86
N -1.3863 1.5007 -1.4554 -0.14 -1.58 -0.83
C 0.4012 -0.1026 1.4671 -1.69 0.19 -0.66
C 1.1360 0.9496 2.2318 -0.09 0.02 0.28
C 2.4660 1.2613 1.5708 0.99 0.15 -0.12
S 1.1359 -1.6181 1.0057 -1.00 0.54 -0.20
H 1.6677 -3.1444 -1.5729 0.61 -0.11 0.32
H 0.5462 -4.0600 -2.6117 0.06 0.78 0.68
H 0.4876 -2.2775 -2.4773 -0.08 0.33 -0.41
H -0.1728 -4.1169 -0.1656 0.04 -0.56 0.29
H -1.3899 -3.3535 -1.1970 0.72 0.23 0.51
H -1.5933 1.7134 1.9501 0.05 0.47 0.13
H -2.8922 0.9096 1.0895 0.39 -0.27 -0.17
H -0.7446 2.5300 -3.3121 -0.40 -0.33 0.70
H -1.5223 0.5258 -1.7423 0.06 0.70 0.30
H 0.5189 1.8734 2.3446 0.40 -0.82 -0.10
H 1.3403 0.5170 3.2078 -0.08 0.34 0.46
H 2.3032 1.4145 0.4954 0.25 0.09 0.24
H 2.9775 2.1455 2.0011 -0.48 -0.35 -0.24
H 3.1843 0.4224 1.7072 -0.51 0.38 -0.23

***

98
Properties=species:S:1:pos:R:3:forces:R:3 method="wB97M-V/def2-TZVPD" homo_ha=-0.1103 e_above_lowest_kj_mol=53.4 total_charge=-2 e_lumo_ev=3.95
K -0.0906 0.5118 -0.1161 -0.71 -0.32 -0.22
C 0.9069 -4.2598 1.5122 0.01 -0.03 0.00
C 1.3471 -3.1563 2.4749 -0.04 -0.03 0.02
C 2.3889 -3.6689 3.4719 0.01 -0.01 0.00
C 0.1693 -2.5390 3.2031 0.02 0.02 -0.01
C -0.6774 -3.3545 3.9470 0.00 0.02 0.01
C -1.7577 -2.8356 4.6406 0.03 0.02 -0.01
C -1.9939 -1.4687 4.5991 0.01 -0.03 -0.02
C -1.1683 -0.6234 3.8698 0.06 -0.02 -0.02
C -1.3681 0.8782 3.8781 -0.03 -0.01 0.03
C -2.8014 1.3166 4.1704 0.01 0.02 0.00
C -0.3993 1.5329 4.8689 0.02 0.01 0.00
C -0.0776 -1.1565 3.1489 -0.10 0.00 0.03
N 0.6687 -0.2958 2.3275 -0.16 0.01 0.00
C 1.8832 0.0080 2.7217 0.32 0.07 0.12
O 2.4816 -0.3718 3.7532 0.06 0.00 0.05
C 2.6630 0.9507 1.8017 0.13 0.08 -0.06
C 4.0022 1.2014 2.0790 0.00 0.01 -0.01
C 4.7052 2.0386 1.2272 -0.01 0.01 -0.02
C 4.0654 2.6083 0.1372 0.00 0.00 0.00
C 2.7173 2.3272 -0.0662 0.13 0.02 0.11
N 2.0572 1.5176 0.7594 0.00 0.06 0.02
C 1.9968 3.0106 -1.2403 0.11 0.00 0.07
O 2.7281 3.6913 -1.9898 -0.07 0.00 -0.04
N 0.6851 2.8335 -1.3011 0.17 -0.09 -0.05
C -0.0188 3.6082 -2.2336 -0.07 0.03 0.01
C -0.0624 5.0182 -2.1205 0.02 0.03 -0.01
C -0.8167 5.7624 -3.0182 0.01 -0.03 0.02
C -1.5570 5.1588 -4.0231 0.01 -0.03 0.01
C -1.5497 3.7777 -4.1100 0.01 -0.01 0.01
C -0.8022 2.9943 -3.2356 -0.05 -0.02 -0.06
C -0.8582 1.4825 -3.4054 0.16 0.28 -0.06
C -0.2406 1.0513 -4.7382 -0.04 -0.01 -0.01
C -2.2725 0.9295 -3.2365 -0.01 0.02 0.03
C 0.6568 5.7512 -1.0012 -0.03 0.01 -0.01
C -0.3338 6.5197 -0.1209 0.00 0.01 0.00
C 1.7468 6.6783 -1.5413 -0.01 0.01 0.01
H 1.7690 -4.6439 0.9578 -0.02 0.00 0.00
H 0.1724 -3.8839 0.7969 0.01 -0.02 0.00
H 0.4627 -5.1054 2.0465 -0.01 0.04 -0.03
H 1.8130 -2.3687 1.8843 0.01 0.04 -0.01
H 1.9701 -4.4669 4.0942 0.00 0.02 -0.01
H 2.7162 -2.8495 4.1116 0.00 -0.01 0.01
H 3.2595 -4.0763 2.9476 -0.02 0.01 0.00
H -0.4881 -4.4229 3.9802 0.00 0.02 0.00
H -2.4121 -3.4885 5.2064 0.00 0.00 0.00
H -2.8370 -1.0591 5.1434 0.00 -0.01 0.00
H -1.0870 1.2349 2.8836 -0.01 0.02 -0.04
H -3.0796 1.1081 5.2076 0.00 0.00 -0.02
H -3.5237 0.8164 3.5217 0.01 0.00 0.00
H -2.9016 2.3954 4.0206 0.00 -0.02 0.01
H -0.6482 1.2253 5.8899 0.00 0.00 -0.02
H -0.4646 2.6243 4.8135 0.00 -0.02 0.00
H 0.6294 1.2303 4.6710 -0.02 0.00 0.00
H 4.4414 0.7314 2.9472 0.01 0.00 -0.01
H 5.7533 2.2485 1.4117 0.01 0.00 0.00
H 4.5617 3.2662 -0.5612 0.01 0.00 0.00
H -0.8300 6.8440 -2.9236 -0.01 0.00 0.00
H -2.1395 5.7549 -4.7161 0.00 0.00 0.00
H -2.1404 3.2869 -4.8774 0.01 0.01 0.00
H -0.2233 1.0725 -2.6289 0.09 -0.13 0.12
H -0.8100 1.4528 -5.5818 0.01 -0.01 0.02
H -0.2344 -0.0387 -4.8232 0.00 0.01 0.00
H 0.7853 1.4155 -4.8208 -0.02 -0.01 0.00
H -2.9286 1.2835 -4.0383 0.03 0.00 0.02
H -2.7013 1.2471 -2.2827 0.01 -0.01 -0.02
H -2.2674 -0.1622 -3.2506 0.00 0.01 0.00
H 1.1340 5.0062 -0.3681 0.00 0.00 -0.01
H -0.8326 7.3163 -0.6808 0.01 -0.01 0.00
H 0.1852 6.9803 0.7250 -0.01 -0.01 -0.01
H -1.1043 5.8525 0.2705 0.01 0.01 0.00
H 1.3140 7.4644 -2.1693 0.01 -0.02 0.01
H 2.4594 6.0998 -2.1279 -0.01 0.01 0.00
H 2.2804 7.1647 -0.7181 -0.01 -0.01 -0.01
N -4.6005 1.0635 0.6161 0.00 -0.07 -0.10
N -3.1717 1.2132 0.5130 -0.16 -0.05 0.07
H -4.8224 0.1564 1.0243 0.05 0.12 -0.07
H -4.9580 1.0435 -0.3340 0.07 0.00 0.11
H -2.7542 0.2876 0.4973 0.05 -0.03 0.10
H -2.8639 1.6794 1.3581 0.00 -0.04 0.00
S -2.3486 -7.5974 -1.5058 -0.07 -0.03 0.04
C -2.0452 -5.9528 -1.4591 -0.09 0.19 0.04
S -3.0692 -4.7902 -0.6755 0.02 -0.07 0.05
C -1.9598 -3.4732 -1.0595 0.00 0.00 -0.07
N -0.9328 -3.8906 -1.7386 0.07 -0.21 -0.03
N -1.0031 -5.2662 -1.9602 0.15 0.06 -0.01
C 0.1328 -5.8329 -2.6079 -0.04 0.17 0.05
C -0.0131 -6.8122 -3.5784 0.00 -0.06 -0.05
C 1.1171 -7.3241 -4.1997 0.00 0.03 0.04
C 2.3795 -6.8548 -3.8626 0.00 -0.03 -0.05
C 2.5119 -5.8599 -2.9043 -0.07 0.03 0.04
C 1.3896 -5.3427 -2.2746 0.04 -0.06 -0.06
S -2.2862 -1.8748 -0.5873 -0.11 -0.05 -0.03
H -1.0014 -7.1696 -3.8283 0.07 0.01 -0.01
H 1.0068 -8.0922 -4.9553 0.00 0.00 0.00
H 3.2580 -7.2574 -4.3522 -0.01 0.00 0.00
H 3.4922 -5.4813 -2.6435 -0.01 0.01 0.00
H 1.4654 -4.5564 -1.5382 0.01 0.01 0.01

***

103
Properties=species:S:1:pos:R:3:forces:R:3 method="wB97M-V/def2-TZVPD" homo_ha=-0.2910 e_above_lowest_kj_mol=520.6 smiles="C=CC[C@]1(CCF)OS(=O)(=O)O[C@H]1C[C@H](C)Br.O=C1OC[C@@H](F)O1.O=C1OC[C@@H](F)O1.O=C1OC[C@@H](F)O1.O=C1OC[C@@H](F)O1.O=C1OC[C@@H](F)O1.O=C1OC[C@@H](F)O1.O=C1OC[C@@H](F)O1" total_charge=0 e_lumo_ev=-0.30
C 2.6488 3.0263 1.1675 -0.04 -1.74 -1.82
C 2.4691 1.8359 0.2439 -0.06 2.67 1.06
C 1.6132 2.0989 -1.1297 1.79 0.54 0.32
C 1.5433 0.8267 -2.1612 0.74 0.13 -0.05
C 1.5060 -0.7081 -1.5869 -0.63 -0.94 0.35
C 0.1950 -1.0766 -0.6724 -0.12 0.13 -0.16
F 0.2818 -2.5326 -0.3036 -0.04 2.97 -0.65
O 2.9097 0.8732 -2.7757 -0.90 -0.16 -2.43
S 2.9571 0.8654 -4.4881 1.84 -0.90 0.58
O 3.8727 2.0832 -4.7861 -4.00 -4.56 0.58
O 3.3075 -0.5277 -5.0645 -1.42 5.69 2.16
O 1.2468 1.0590 -4.6764 1.48 -0.73 0.96
C 0.5460 1.2833 -3.3792 0.31 3.13 1.33
C -1.0654 0.9994 -3.2860 -0.34 -0.02 -1.05
C -1.7982 1.5727 -1.9365 -0.65 -1.84 0.44
C -3.3235 0.9213 -1.8257 0.54 0.94 -0.49
Br -2.0178 3.5865 -1.9152 0.40 -1.38 -0.13
H 3.2854 3.9644 0.8018 -2.67 -1.62 0.19
H 2.1403 3.1192 2.2223 2.21 -0.95 -1.65
H 2.9153 0.7729 0.4441 -2.09 1.87 0.33
H 2.1747 2.9764 -1.7126 -1.29 -1.80 1.00
H 0.5711 2.5434 -0.8222 1.98 -1.23 -0.62
H 1.5265 -1.4557 -2.5035 -0.08 1.67 1.74
H 2.4757 -0.9681 -0.9414 -2.15 0.93 -1.47
H -0.8227 -0.9510 -1.2533 2.14 -0.47 1.08
H 0.1412 -0.4239 0.3087 0.32 -1.63 -1.81
H 0.6008 2.4710 -3.2956 -0.27 -2.40 -0.02
H -1.5835 1.5560 -4.2060 1.26 -1.21 1.97
H -1.3493 -0.1305 -3.3948 0.71 2.02 0.32
H -1.2596 1.2938 -0.9322 -0.79 0.70 -2.14
H -3.9608 1.3878 -2.6971 1.14 -0.93 1.78
H -3.3016 -0.2411 -1.9759 0.06 2.26 0.58
H -3.7649 1.2636 -0.7857 0.82 -0.94 -2.23
O -2.8843 -8.0270 -1.6168 0.88 2.44 -0.14
C -2.4893 -6.8737 -1.6599 -0.54 -2.58 0.13
O -1.3829 -6.4165 -0.9979 -1.12 -0.75 -0.45
C -1.1956 -5.0776 -1.4105 1.11 0.69 0.48
C -2.5614 -4.6832 -1.8584 -0.12 0.51 -0.07
F -2.4977 -3.7839 -2.8658 -0.13 0.25 -0.21
O -3.1005 -5.8822 -2.3670 0.32 -0.82 0.66
H -0.4589 -5.0472 -2.2203 -0.21 0.09 -0.05
H -0.8342 -4.4596 -0.5842 -0.08 -0.29 -0.12
H -3.2036 -4.3014 -1.0576 0.26 -0.17 -0.44
O 0.9438 0.5560 2.3948 0.60 0.49 2.52
C 1.2435 0.8256 3.5460 -0.44 -0.71 -2.50
O 1.9177 -0.0219 4.3819 -0.66 0.51 -0.94
C 2.1807 0.7081 5.5634 0.77 -0.55 0.85
C 1.1258 1.7607 5.5347 -0.45 0.81 0.51
F 1.5659 2.9003 6.1137 0.03 0.32 0.16
O 0.9409 2.0045 4.1587 0.13 -1.04 -0.61
H 3.1936 1.1220 5.5163 -0.19 0.19 0.00
H 2.1045 0.0667 6.4456 -0.04 0.03 -0.39
H 0.1754 1.4560 5.9856 0.49 0.43 -0.40
O 6.0020 8.1941 -2.8965 -0.83 -2.61 0.19
C 5.6433 7.0298 -2.8360 1.17 2.71 -0.56
O 5.7637 6.1356 -3.8642 -0.11 1.09 0.82
C 5.3603 4.8814 -3.3520 0.07 -1.08 -0.90
C 4.4886 5.2657 -2.2056 -0.17 -0.45 0.58
F 4.5582 4.3458 -1.2174 -0.18 -0.12 0.21
O 5.0668 6.4635 -1.7389 0.02 0.35 -0.83
H 6.2445 4.3152 -3.0407 -0.20 0.04 0.21
H 4.8221 4.3038 -4.1084 0.14 0.20 0.04
H 3.4424 5.4432 -2.4770 0.03 -0.09 0.18
O 1.0077 12.3420 -0.6465 1.88 -1.70 -1.52
C 1.7898 11.6591 -1.2868 -1.83 1.85 2.07
O 3.1345 11.5998 -1.0424 -1.17 0.29 -0.14
C 3.6538 10.6080 -1.9054 1.34 -0.26 0.15
C 2.6403 10.5669 -2.9976 -0.15 -0.55 -0.46
F 2.5422 9.3230 -3.5179 -0.08 -0.19 -0.31
O 1.4320 10.8686 -2.3374 0.45 0.63 0.33
H 3.7311 9.6596 -1.3633 -0.11 -0.01 -0.27
H 4.6466 10.8859 -2.2695 -0.18 0.04 0.19
H 2.8137 11.2937 -3.7984 -0.07 -0.21 -0.05
O -4.0298 -2.5524 -0.9510 -2.83 1.36 0.57
C -5.1794 -2.1995 -0.7468 2.44 -0.54 -0.63
O -5.6324 -0.9209 -0.9240 0.66 -1.10 0.21
C -7.0293 -0.9590 -0.7112 -0.67 1.13 -0.24
C -7.1938 -2.1722 0.1390 -0.85 -0.53 0.15
F -8.3820 -2.7712 -0.1001 -0.09 -0.09 0.18
O -6.1671 -3.0288 -0.3070 0.82 0.78 -0.04
H -7.5411 -1.0450 -1.6756 -0.05 -0.21 0.19
H -7.3746 -0.0504 -0.2106 0.25 -0.09 -0.09
H -7.0786 -1.9871 1.2123 -0.13 -0.15 -0.07
O -4.3896 -13.9375 0.0228 1.55 2.14 -1.16
C -3.7244 -13.0489 -0.4828 -2.11 -2.11 1.18
O -4.1700 -12.2333 -1.4866 0.21 -1.00 0.77
C -3.1600 -11.2664 -1.6937 -0.30 1.05 -0.77
C -1.9446 -11.9509 -1.1683 0.68 0.40 0.29
F -1.0770 -11.0571 -0.6429 0.32 -0.03 0.00
O -2.4442 -12.7525 -0.1221 -0.62 -0.27 -0.58
H -3.4084 -10.3570 -1.1363 0.31 -0.13 -0.03
H -3.0699 -11.0145 -2.7538 -0.17 -0.12 0.17
H -1.4318 -12.5813 -1.9025 0.13 0.10 0.15
O -0.0379 0.3663 7.4698 0.04 -2.56 2.31
C 0.1364 -0.5884 8.2087 -0.66 2.07 -1.07
O 0.2947 -0.4907 9.5640 -0.04 0.24 -1.40
C 0.3358 -1.8145 10.0578 0.05 -0.14 1.33
C 0.7698 -2.5920 8.8624 -0.11 -1.03 -0.10
F 0.2396 -3.8355 8.8774 0.15 -0.13 -0.09
O 0.2049 -1.8814 7.7842 0.30 1.08 0.30
H -0.6604 -2.1012 10.4108 0.12 -0.16 -0.21
H 1.0410 -1.9012 10.8888 -0.09 0.22 -0.17
H 1.8561 -2.6512 8.7357 -0.13 -0.17 -0.06

***

16
Properties=species:S:1:pos:R:3:forces:R:3 method="wB97M-V/def2-TZVPD" homo_ha=-0.2842 e_above_lowest_kj_mol=39.6 smiles=Cc1cc[nH]c1C total_charge=0 e_lumo_ev=1.06
C -0.9279 -1.6889 0.5013 -0.04 -0.06 -0.04
C 0.1328 -0.6580 0.2493 0.01 0.08 -0.01
C 1.5409 -0.8308 0.1271 0.06 -0.05 0.07
C 2.0972 0.4139 -0.0340 0.11 -0.03 0.04
N 1.0788 1.3285 -0.0636 0.00 -0.01 -0.11
C -0.1279 0.6795 0.0711 0.00 -0.16 -0.21
C -1.3951 1.2445 -0.4934 -0.08 0.08 0.06
H -1.3178 -2.1459 -0.4161 0.09 0.01 0.06
H -1.7781 -1.2340 1.0243 0.15 -0.10 -0.12
H -0.5461 -2.4874 1.1460 -0.05 0.07 -0.16
H 2.0605 -1.7790 0.0626 0.02 0.18 0.29
H 3.1248 0.7287 -0.1452 -0.11 -0.08 0.10
H 1.1998 2.3266 0.0163 -0.04 -0.19 -0.27
H -2.2648 1.1992 0.1674 0.16 0.10 0.06
H -1.6317 0.6311 -1.3727 -0.14 0.27 0.06
H -1.2455 2.2719 -0.8403 -0.14 -0.11 0.16